# 1
23
Properties=species:S:1:pos:R:3:forces:R:3 method="wB97M-V/def2-TZVPD" orbital_gap_ev=11.787 smiles=CCC.O.O.O.O e_lumo_ev=0.36
O -1.737 -1.336 -1.978 0.3 -0.9 -1.0
O 2.443 1.509 2.285 0.6 -0.3 -0.2
O 1.515 3.364 -1.435 0.2 0.6 -0.6
O -2.140 -3.296 1.219 -0.2 -0.2 0.5
C 1.135 -0.085 -0.922 -0.6 0.0 1.0
C -0.593 -0.227 1.004 0.4 0.7 -0.7
C 0.106 0.667 -0.046 0.2 0.3 0.1
H 0.700 -1.082 -0.916 0.5 -0.3 -1.0
H -1.493 -0.650 0.567 0.1 -0.5 0.2
H 0.121 -0.996 1.293 -0.4 -0.2 0.4
H -2.517 -1.615 -2.478 0.2 0.1 0.2
H -1.758 -2.881 0.454 0.3 0.2 -0.5
H -0.946 0.379 1.838 0.2 -0.2 0.3
H 0.576 1.504 0.469 -0.1 0.1 -0.1
H 1.551 1.823 2.392 -0.5 0.0 0.1
H 2.386 0.570 2.060 -0.1 0.3 0.1
H 2.143 -0.147 -0.509 -0.1 0.0 0.4
H -2.047 -0.797 -1.274 -0.6 0.7 0.8
H -0.671 1.081 -0.693 0.1 0.2 -0.1
H 1.708 2.846 -0.660 -0.1 -0.3 0.4
H 1.269 0.391 -1.886 -0.3 -0.3 -0.3
H 0.620 3.161 -1.715 -0.1 -0.2 0.2
H -2.370 -4.184 0.932 0.0 -0.1 0.0

=====

# 2
14
Properties=species:S:1:pos:R:3:forces:R:3 method="wB97M-V/def2-TZVPD" s2=0.76 orbital_gap_ev="6.791 / 6.464" charge=-1 spin_multiplicity=2 e_lumo_ev="4.48 / 4.46"
N 0.746 -1.361 -0.443 -4.2 -2.3 -2.0
C -1.407 -0.525 0.517 -0.2 -0.9 1.8
C -0.006 -0.723 0.485 3.2 -1.3 -0.5
C -0.320 2.243 -1.394 -0.9 0.7 0.7
C 1.184 -0.342 1.187 -2.2 6.0 3.7
H -0.100 -1.761 -0.979 1.7 0.1 -0.8
H 0.386 2.780 -0.697 -0.6 -0.5 -0.9
H 0.157 2.027 -2.388 -0.6 0.3 1.0
H -1.823 -1.543 0.156 -0.1 1.8 0.5
H 1.097 0.718 1.643 0.4 -1.1 -0.3
H -1.290 2.871 -1.445 1.6 -0.8 -0.4
H 2.136 -0.720 1.398 0.8 -1.4 -0.5
H -1.837 -0.084 1.517 0.7 -1.1 -1.9
H -0.657 1.321 -0.869 0.4 0.3 -0.5

=====

# 3
17
Properties=species:S:1:pos:R:3:forces:R:3 method="wB97M-V/def2-TZVPD" orbital_gap_ev=10.680 smiles="CCO[C@@H](C)C=O" e_lumo_ev=1.03
O -2.383 -1.209 -0.971 0.2 0.3 0.0
O 0.401 0.440 0.253 0.0 0.0 0.0
C -1.001 0.298 0.338 -0.2 0.0 0.0
C 2.424 -0.761 -0.273 0.1 0.0 0.0
C -1.499 -0.393 -0.928 -0.1 -0.1 0.0
C 1.059 -0.812 0.389 0.2 -0.3 0.0
C -1.625 1.683 0.421 0.0 0.0 0.0
H -1.294 -0.312 1.206 0.1 0.1 -0.1
H 1.151 -1.069 1.456 -0.1 0.0 -0.1
H -0.963 -0.050 -1.844 -0.1 -0.1 0.1
H -2.716 1.605 0.468 0.2 0.0 0.0
H -1.349 2.274 -0.458 0.0 -0.1 0.1
H 2.365 -0.197 -1.207 0.0 -0.1 0.1
H 0.454 -1.601 -0.082 0.1 0.1 0.0
H 3.175 -0.291 0.366 -0.1 0.0 -0.1
H -1.267 2.203 1.314 0.0 -0.1 -0.1
H 2.770 -1.775 -0.506 -0.1 0.2 0.1